No. 1
C23H13N6O4OsS3 | ωB97M-V with the def2-TZVPD basis set

XYZ file:
```
50
Properties=species:S:1:pos:R:3:lowdin_charge:R:1
Os -0.025 -0.198 0.185 0.97
S 2.226 -0.265 0.249 0.81
C 2.636 -0.235 1.888 -0.67
C 4.023 -0.282 2.233 -0.24
N 5.141 -0.315 2.495 0.22
C 1.652 -0.099 2.844 -0.66
S 0.027 0.035 2.389 0.84
C 1.942 -0.010 4.240 -0.24
N 2.159 0.078 5.365 0.22
N -3.964 1.448 -0.108 0.15
C -5.016 0.537 0.183 -0.22
C -6.325 0.975 0.122 -0.01
C -7.363 0.097 0.410 -0.06
C -7.083 -1.211 0.760 -0.06
C -5.764 -1.646 0.822 -0.08
C -4.731 -0.772 0.533 -0.43
S -3.077 -1.398 0.635 1.08
N -2.157 -0.015 0.191 -0.39
C -2.656 1.145 -0.077 -0.32
C -1.661 2.210 -0.344 -0.16
C -1.986 3.514 -0.657 0.03
C -0.973 4.438 -0.873 0.00
C 0.339 4.024 -0.771 0.00
C 0.602 2.704 -0.462 -0.11
N -0.373 1.809 -0.246 -0.08
H -4.238 2.377 -0.368 0.13
H -6.538 2.003 -0.149 0.12
H -8.385 0.444 0.359 0.12
H -7.884 -1.900 0.988 0.12
H -5.541 -2.670 1.098 0.12
H -3.014 3.833 -0.734 0.12
H -1.215 5.463 -1.118 0.13
H 1.164 4.703 -0.934 0.13
H 1.614 2.340 -0.386 0.09
O -1.042 -4.000 -0.942 0.14
C -0.732 -2.843 -0.992 -0.59
O -0.326 -2.153 0.066 -0.29
C -0.846 -2.043 -2.263 -0.12
C -1.689 -2.506 -3.270 0.03
C -1.862 -1.776 -4.433 -0.01
C -1.184 -0.576 -4.618 0.03
C -0.346 -0.135 -3.615 -0.12
C -0.168 -0.850 -2.440 -0.03
N 0.426 1.104 -3.818 -0.32
O 1.140 1.465 -2.892 0.05
O 0.416 1.607 -4.913 0.13
H -2.199 -3.448 -3.112 0.14
H -2.522 -2.141 -5.208 0.12
H -1.282 0.001 -5.526 0.13
H 0.670 -0.525 -1.799 0.05
```

**Spin multiplicity**: 1
**Total charge**: +1
**LUMO (spin up / spin down)**: -5.614 / -5.612 eV
**Orbital gap (spin up / spin down)**: 5.58 / 5.58 eV
**Largest force on an atom**: 1.13 eV Å⁻¹
**HOMO level (spin up / spin down)**: -11.2 / -11.2 eV

---

No. 2
C6H11NO4S | ωB97M-V with the def2-TZVPD basis set

XYZ file:
```
23
Properties=species:S:1:pos:R:3:lowdin_charge:R:1
C 0.760 0.810 0.798 -0.48
C -0.326 -0.018 1.211 0.05
C -0.057 0.215 -1.349 -0.17
C 0.024 0.117 3.749 -0.04
C 0.470 -0.464 -4.035 -0.16
C -0.336 -0.771 2.511 -0.45
N 0.519 1.118 -0.567 0.08
O 1.753 1.231 1.368 0.06
O 0.002 2.065 -3.227 -0.32
O -1.809 0.455 -3.252 -0.31
O -1.434 -1.646 2.499 -0.03
S -0.426 0.685 -3.036 0.60
H -1.279 -0.214 0.724 0.12
H -0.176 -0.812 -1.004 0.12
H 1.164 0.093 3.818 0.10
H -0.540 -0.308 4.663 0.10
H -0.326 1.166 3.660 0.08
H 1.566 -0.166 -4.028 0.10
H 0.085 -1.447 -3.833 0.06
H 0.072 -0.352 -5.066 0.08
H 0.640 -1.310 2.383 0.15
H 0.833 1.964 -1.053 0.16
H -1.181 -2.410 3.069 0.12
```

**Spin multiplicity**: 1
**Total charge**: 0
**LUMO (spin up / spin down)**: -0.554 / -1.445 eV
**Orbital gap (spin up / spin down)**: 8.19 / 6.21 eV
**Largest force on an atom**: 3.16 eV Å⁻¹
**HOMO level (spin up / spin down)**: -8.7 / -7.7 eV

---

No. 3
C3H2N2OS | ωB97M-V with the def2-TZVPD basis set

XYZ file:
```
9
Properties=species:S:1:pos:R:3:lowdin_charge:R:1
O -1.305 2.119 -0.584 0.18
C -0.398 1.628 -0.071 -0.59
N 0.854 1.446 0.213 0.19
N -0.153 0.314 0.461 0.02
C -0.339 -0.901 -0.278 -0.18
C 0.262 -2.112 0.016 -0.67
S 0.741 -3.498 0.475 0.79
H 1.338 1.833 0.988 0.11
H -1.000 -0.828 -1.221 0.14
```

**Spin multiplicity**: 1
**Total charge**: 0
**LUMO**: -0.679 eV
**Orbital gap**: 7.69 eV
**Largest force on an atom**: 4.15 eV Å⁻¹
**HOMO level**: -8.4 eV
**SMILES**: O=C1NN1C=C=S

---

Number 1: molar mass 723.8 g/mol. Number 2: molar mass 193.2 g/mol. Number 3: molar mass 114.1 g/mol.